{"formula": "C7H8N5", "method": "ωB97M-V/def2-TZVPD", "total_charge": 1, "homo_energy_ev": -13.414, "elements": ["C", "C", "C", "C", "C", "C", "C", "N", "N", "N", "N", "N", "H", "H", "H", "H", "H", "H", "H", "H"], "positions_angstrom": [[-2.76121, -0.57316, 0.64787], [-2.42756, -0.38639, -0.75512], [-1.99522, 0.04110, 1.57543], [-1.32506, 0.35375, -1.01940], [-0.92529, 0.79120, 1.24915], [0.43986, 1.86554, -0.46904], [3.28841, -0.80578, -0.89554], [1.30705, 2.47239, -0.85386], [0.80343, -0.41803, 1.56404], [1.56513, -0.62662, 0.75815], [-0.65171, 1.04703, -0.07688], [2.02267, -0.54388, -0.30756], [-3.65902, -1.15360, 0.77552], [-3.13764, -0.83571, -1.45444], [-2.11137, -0.28214, 2.63124], [-1.08683, 0.67985, -2.09418], [-0.20778, 1.10731, 1.92832], [3.34444, -0.45062, -1.95964], [3.97706, -0.39659, -0.25029], [3.54064, -1.88565, -0.99378]], "atomic_forces_ev_per_a": [[-0.3, 0.4, -3.7], [-0.9, -0.7, 2.6], [-0.8, -1.7, 2.7], [-0.5, 1.6, -4.0], [0.1, 1.3, -2.2], [-3.5, -2.6, 1.4], [0.1, -2.0, -1.9], [1.9, 1.6, -0.8], [1.1, -2.1, 2.6], [-0.9, 0.6, 0.9], [1.0, 0.3, 1.0], [0.3, -0.2, -4.0], [0.0, -0.2, 0.9], [0.9, 0.3, -0.3], [0.0, 0.8, -0.7], [-0.1, -0.8, 1.8], [0.2, 1.6, 1.2], [-0.3, 0.2, 1.4], [2.2, 1.2, 0.9], [-0.5, 0.4, 0.3]], "mulliken_charge": [-0.053, -0.658, -0.672, 0.102, 0.184, 0.291, -0.666, -0.292, -0.809, 0.972, 0.008, -0.345, 0.416, 0.402, 0.345, 0.355, 0.555, 0.267, 0.313, 0.286]}

***

{"formula": "C25H72O12V", "method": "ωB97M-V/def2-TZVPD", "homo_energy_ev": [-6.602, -6.710], "multiplicity": 4, "elements": ["V", "O", "H", "H", "H", "C", "C", "C", "O", "H", "H", "H", "H", "H", "H", "H", "C", "C", "C", "O", "H", "H", "H", "H", "H", "H", "H", "C", "C", "C", "O", "H", "H", "H", "H", "H", "H", "H", "C", "C", "O", "H", "H", "H", "H", "H", "H", "C", "C", "O", "H", "H", "H", "H", "H", "H", "C", "C", "O", "H", "H", "H", "H", "H", "H", "C", "C", "O", "H", "H", "H", "H", "H", "H", "C", "C", "O", "H", "H", "H", "H", "H", "H", "C", "C", "O", "H", "H", "H", "H", "H", "H", "C", "C", "O", "H", "H", "H", "H", "H", "H", "C", "C", "O", "H", "H", "H", "H", "H", "H"], "positions_angstrom": [[3.14677, -0.60082, -2.20745], [2.71165, -0.43537, 1.99912], [2.41097, -0.45544, 1.08765], [2.42603, 0.33203, 2.50024], [3.66847, -0.50895, 2.02526], [2.51613, -3.59396, 0.08894], [3.99638, -3.34148, -0.24007], [4.51686, -4.50854, -1.03238], [4.37140, -2.08906, -0.76325], [2.03743, -2.76155, 0.60474], [2.33941, -4.54226, 0.59648], [1.86503, -3.60171, -0.78518], [4.59428, -3.50471, 0.65658], [4.37512, -5.45441, -0.50954], [5.53287, -4.47698, -1.42585], [3.85524, -4.58346, -1.89537], [-0.25875, -0.08557, 1.01127], [0.24896, 0.29581, -0.33203], [-0.18853, 1.74018, -0.61742], [1.64460, -0.04497, -0.48395], [0.04730, -1.09866, 1.27213], [-1.34001, -0.07021, 1.14820], [0.16628, 0.58728, 1.75608], [-0.23752, -0.35426, -1.05925], [0.02386, 1.88453, -1.67675], [0.42832, 2.49109, -0.12372], [-1.25721, 1.86503, -0.44296], [4.09153, 2.85621, 0.05982], [4.47560, 2.37533, -1.31416], [5.53189, 3.22043, -2.00878], [4.77591, 0.97883, -1.35285], [3.84307, 3.91743, 0.04715], [4.91814, 2.67385, 0.74655], [3.16593, 2.37127, 0.37000], [3.59447, 2.64164, -1.89794], [5.17192, 4.24355, -2.11715], [5.74167, 2.84450, -3.01016], [6.49398, 3.26227, -1.49817], [-4.00034, -2.13134, 0.46438], [-3.90457, -2.26073, -1.04349], [-2.62779, -2.77604, -1.31610], [-3.15199, -1.54422, 0.81608], [-3.77719, -3.11298, 0.88232], [-4.95312, -1.68836, 0.75433], [-4.06681, -1.27358, -1.47627], [-4.71263, -2.87466, -1.44127], [-2.51826, -3.47636, -0.66867], [-1.47783, 4.05666, 3.20881], [0.03752, 4.18344, 2.90150], [0.65982, 4.66680, 4.04042], [-1.69696, 3.08164, 3.64403], [-2.12657, 3.97448, 2.33676], [-1.77049, 4.85297, 3.89317], [0.13082, 4.81144, 2.01549], [0.45151, 3.23301, 2.56474], [1.58276, 4.89372, 3.90514], [1.50902, 3.66499, -3.89974], [1.18349, 2.13623, -4.17326], [2.19054, 1.30360, -3.65677], [2.33642, 4.03430, -4.50564], [1.62019, 4.01867, -2.87471], [0.51845, 4.05428, -4.13493], [1.14674, 2.03123, -5.25757], [0.19908, 1.87788, -3.78303], [2.94145, 1.44833, -4.23710], [-4.40109, 1.28307, 0.03968], [-4.72688, 1.32793, 1.53363], [-6.13574, 1.74032, 1.65757], [-5.23672, 0.74037, -0.40222], [-3.49194, 0.71420, -0.15512], [-4.48026, 2.31013, -0.31663], [-3.94142, 2.00977, 1.85956], [-4.60699, 0.31247, 1.91122], [-6.25839, 2.47422, 2.26416], [1.74745, -4.11081, -3.55037], [0.75504, -2.98662, -3.32737], [1.32531, -1.77285, -2.91283], [1.33031, -4.72769, -4.34632], [1.87530, -4.77839, -2.69827], [2.60546, -3.60026, -3.98771], [0.05291, -3.12770, -2.50566], [0.21583, -2.81389, -4.25879], [0.70752, -1.46540, -2.24543], [-2.65723, -2.15088, 3.55329], [-3.86793, -2.97811, 4.02972], [-3.46617, -4.12726, 4.69680], [-2.17926, -2.80505, 2.82412], [-1.91504, -1.81342, 4.27673], [-3.05383, -1.26315, 3.06058], [-4.50855, -3.26389, 3.19542], [-4.42285, -2.42721, 4.78910], [-4.27265, -4.25728, 5.20108], [0.87692, -0.32203, 4.80663], [1.35142, 1.14460, 4.96801], [2.13874, 1.53795, 3.82613], [0.11104, -0.51780, 5.55709], [1.67763, -1.06124, 4.82961], [0.51338, -0.45254, 3.78736], [1.73819, 1.35129, 5.96589], [0.54642, 1.87944, 4.95929], [2.27844, 2.48450, 3.90444], [-4.02603, 0.01452, -4.47333], [-2.87178, 0.27814, -3.54449], [-1.85250, -0.71338, -3.51018], [-4.77209, 0.80918, -4.47622], [-4.54048, -0.88889, -4.14580], [-3.70510, -0.06082, -5.51228], [-3.22102, 0.51499, -2.53948], [-2.45952, 1.18837, -3.97991], [-1.94457, -1.28318, -2.74308]], "atomic_forces_ev_per_a": [[1.0, 0.8, 3.6], [1.0, -1.3, 1.9], [-1.4, 0.5, -3.6], [-0.5, 1.5, 0.7], [0.8, -0.1, -0.3], [-0.4, 0.7, -0.4], [1.3, 0.7, 0.1], [-0.9, -0.9, -1.6], [-2.1, 0.2, -0.9], [0.4, 0.0, 0.7], [0.1, 0.1, 0.3], [0.3, -0.3, -0.6], [-0.2, 0.5, 1.1], [0.1, -0.1, 0.3], [0.1, 0.5, 0.4], [0.2, -0.2, -0.5], [0.1, -0.7, 1.3], [1.2, -0.6, -0.9], [1.1, -0.5, -1.2], [-0.3, 0.5, 0.6], [0.1, -0.2, 0.0], [-0.2, 0.3, -0.3], [0.0, 0.2, 0.2], [-0.9, 0.0, -0.3], [-0.3, 0.3, -0.1], [-0.1, -0.1, 0.5], [0.0, 0.1, 0.1], [0.2, 0.2, 0.4], [-0.1, -1.6, -1.1], [0.5, 0.2, 0.2], [-1.6, 0.4, -0.8], [0.2, 0.3, 0.0], [-0.1, 0.0, 0.3], [0.1, -0.4, 0.2], [-0.7, -0.4, -0.5], [0.0, 0.2, 0.0], [-0.1, -0.2, 0.0], [0.1, -0.1, 0.2], [0.3, 0.0, -0.4], [-0.8, 0.6, 0.9], [0.3, 0.1, -0.8], [-0.2, 0.4, -0.1], [-0.7, -0.2, 0.4], [0.1, -0.3, 0.4], [0.5, 0.0, -0.3], [0.0, -0.3, -0.1], [0.4, -0.2, -0.1], [0.6, -1.0, 0.0], [-1.6, -0.4, -1.5], [0.5, 0.3, 1.2], [0.2, 0.0, 0.7], [0.3, 0.8, -0.4], [-0.2, 0.0, -0.2], [0.3, 0.6, 0.1], [0.0, -0.4, 0.2], [0.0, 0.1, -0.3], [-1.6, -1.2, 0.0], [0.6, 2.0, 0.3], [0.5, -1.2, 0.2], [-0.3, 0.1, -0.1], [0.4, -0.8, 0.2], [0.2, 0.9, -0.8], [-0.2, -0.1, -0.1], [0.3, -0.2, 0.2], [0.4, 0.0, 0.2], [-1.6, -0.4, 0.4], [-0.4, 0.1, -1.4], [1.5, -0.3, 0.0], [0.0, -0.1, -0.4], [0.2, 0.5, -0.1], [0.6, -0.2, -0.4], [-0.6, 0.2, 1.3], [-0.1, 0.2, 0.6], [0.3, 0.0, 0.1], [-1.0, 0.3, -0.6], [-0.9, -0.8, 0.1], [1.3, 1.3, 0.3], [0.0, -0.1, -0.1], [0.6, 0.5, 0.0], [0.6, -0.6, 0.5], [-0.5, -1.2, -0.4], [-0.2, 0.1, 0.0], [0.3, 0.7, 0.2], [-0.9, -0.6, -0.5], [0.8, 1.7, 0.3], [0.0, -1.1, 0.6], [0.4, 0.3, -0.2], [-0.3, -0.4, 0.4], [0.2, 0.0, -0.2], [-0.1, 0.4, -0.3], [-0.4, 0.7, -0.5], [0.4, -1.1, 0.5], [0.5, 1.1, -0.5], [-1.3, -0.1, -0.2], [0.6, -0.7, 0.5], [0.1, -0.2, -0.2], [0.2, 0.2, 0.7], [-0.7, 0.1, 0.1], [1.2, -0.3, -0.2], [-0.8, -0.5, -0.1], [0.1, 0.1, -0.2], [-0.6, -0.9, 0.0], [0.2, 0.9, -0.3], [-0.1, 0.3, -0.5], [0.1, 0.2, 0.4], [-0.1, -0.2, -0.4], [0.1, -0.4, 0.1], [0.0, 0.0, 0.1], [0.7, 0.2, 0.5], [-0.3, -0.2, 0.2]], "lowdin_spin": [2.901, 0.000, 0.000, 0.000, 0.000, 0.001, 0.001, 0.000, 0.009, 0.000, 0.000, 0.000, -0.001, 0.000, 0.000, 0.000, 0.000, 0.001, 0.001, 0.014, 0.000, 0.000, 0.000, 0.000, 0.000, 0.000, 0.000, 0.000, 0.001, -0.001, 0.011, 0.000, 0.000, 0.000, 0.000, 0.000, 0.000, 0.000, 0.000, 0.000, 0.000, 0.000, 0.000, 0.000, 0.000, 0.000, 0.000, 0.000, 0.000, 0.000, 0.000, 0.000, 0.000, 0.000, 0.000, 0.000, 0.000, 0.000, 0.018, 0.000, 0.000, 0.000, 0.000, 0.000, 0.003, 0.000, 0.000, 0.000, 0.000, 0.000, 0.000, 0.000, 0.000, 0.000, 0.002, 0.003, 0.031, 0.000, 0.000, 0.002, 0.000, 0.000, 0.001, 0.000, 0.000, 0.000, 0.000, 0.000, 0.000, 0.000, 0.000, 0.000, 0.000, 0.000, 0.000, 0.000, 0.000, 0.000, 0.000, 0.000, 0.000, 0.000, 0.000, 0.000, 0.000, 0.000, 0.000, 0.000, 0.000, 0.000]}

***

{"formula": "C3H11N2O", "method": "ωB97M-V/def2-TZVPD", "total_charge": 2, "homo_energy_ev": [-21.418, -21.274], "multiplicity": 2, "elements": ["C", "C", "O", "N", "H", "H", "H", "H", "H", "C", "N", "H", "H", "H", "H", "H", "H"], "positions_angstrom": [[-0.67573, -2.37054, 0.13329], [-0.85148, -1.11960, -0.68647], [-0.08665, -0.12613, -0.50738], [-1.82953, -0.97327, -1.56749], [-1.56282, -3.03757, -0.01271], [-0.46187, -2.05169, 1.13199], [-1.79886, -0.30601, -2.32596], [-2.50381, -1.71231, -1.75839], [0.20022, -2.97358, -0.14782], [1.39908, 1.62991, 1.42490], [1.08292, 2.05347, 0.02474], [1.17612, 3.05690, -0.13604], [1.70859, 1.58870, -0.63329], [0.09601, 1.93564, -0.27226], [1.19274, 0.55778, 1.59857], [0.52148, 1.97477, 2.01265], [2.39359, 1.87352, 1.72167]], "atomic_forces_ev_per_a": [[-0.1, -0.6, -0.4], [-1.9, -0.6, -1.5], [0.4, -0.7, 0.1], [0.6, -0.8, 0.1], [0.5, 0.8, 0.4], [-0.4, -0.1, 0.9], [0.1, 0.6, 0.2], [0.3, -0.2, 0.4], [0.0, 0.5, -0.5], [-3.1, -1.0, 0.8], [-0.1, 0.6, -0.7], [0.7, 0.3, 0.4], [-0.1, 0.0, -0.3], [0.8, -0.4, 0.5], [0.7, 0.1, -0.9], [1.3, 0.8, 0.2], [0.4, 0.6, 0.2]], "lowdin_spin": [0.067, 0.087, 0.792, 0.026, 0.013, -0.001, 0.000, 0.003, 0.000, 0.007, 0.001, 0.000, 0.000, 0.001, 0.003, 0.000, 0.001]}

***

{"formula": "C6H10O", "method": "ωB97M-V/def2-TZVPD", "homo_energy_ev": -9.998, "smiles": "C[C@H]1C[C@]2(CO2)C1", "elements": ["C", "C", "C", "C", "C", "O", "C", "H", "H", "H", "H", "H", "H", "H", "H", "H", "H"], "positions_angstrom": [[1.67853, 1.16028, 0.46930], [1.18943, -0.14064, -0.15416], [0.17833, -0.86299, 0.77913], [-0.93876, -0.29742, -0.09262], [-2.36805, -0.58559, -0.13689], [-1.86228, 0.63568, 0.41452], [0.05186, 0.09884, -1.18194], [0.81960, 1.67098, 0.93836], [2.41950, 0.96489, 1.25339], [2.13130, 1.82603, -0.27913], [2.02127, -0.75284, -0.51290], [0.21326, -1.95513, 0.74394], [0.18778, -0.53590, 1.82398], [-2.92247, -0.48025, -1.07109], [-2.81460, -1.26949, 0.58741], [-0.03167, 1.12356, -1.55826], [0.04696, -0.60001, -2.02305]], "atomic_forces_ev_per_a": [[-0.1, 0.1, 0.1], [0.2, 0.0, 0.0], [0.0, -0.1, 0.1], [0.1, -0.1, -0.1], [-0.2, -0.1, -0.1], [-0.2, 0.2, 0.1], [0.0, 0.0, -0.1], [0.4, 0.0, -0.2], [-0.1, 0.0, -0.1], [-0.1, -0.1, 0.2], [-0.1, 0.1, 0.0], [0.1, 0.1, -0.1], [-0.1, 0.0, -0.1], [0.2, 0.0, 0.1], [0.2, 0.1, -0.1], [-0.1, -0.2, 0.1], [0.1, 0.1, 0.1]], "mulliken_charge": [-1.426, 0.327, -0.948, 0.835, -0.578, -0.488, -0.875, 0.327, 0.341, 0.345, 0.414, 0.305, 0.340, 0.234, 0.233, 0.324, 0.292]}